DFT (wB97M-V/def2-TZVPD) results for the molecule C2H5Cl3O2SSi at a distorted geometry.

Element x y z (Å)
C (-0.4601, 1.3583, -0.8553)
C (0.4937, 0.0081, 1.8549)
O (-1.3739, -0.4012, -2.3965)
O (0.4568, -1.0969, -0.8621)
Si (-0.3548, -1.1672, 0.5954)
S (-0.1415, 0.0092, -1.7673)
Cl (0.2653, -0.4605, 3.5541)
Cl (2.2754, 0.3485, 1.6289)
Cl (1.1967, -0.0181, -3.2699)
H (0.3348, 1.9367, -0.7001)
H (-1.1960, 1.9474, -1.2749)
H (0.2265, 1.0692, 1.9389)
H (-1.7897, -1.0432, 0.7693)
H (0.0666, -2.4901, 0.7846)

The total energy comes out at -2297.85211 Ha. Its energy above the lowest of the compared OMol25 structures with the same formula, charge and spin is 5.081 eV. The charge is 0.

Mulliken atomic charges, in units of e:
1. C -0.965
2. C -0.130
3. O -0.554
4. O -0.161
5. Si 0.580
6. S 0.945
7. Cl -0.171
8. Cl -0.171
9. Cl -0.207
10. H 0.445
11. H 0.347
12. H 0.326
13. H -0.102
14. H -0.182

---

DFT (wB97M-V/def2-TZVPD) results for C2H5Cl4OSn as an isolated structure at a distorted geometry.

Element x y z (Å)
Sn (-18.0701, 0.5981, 15.7528)
O (-16.5955, 2.3983, 11.7499)
H (-16.0398, 3.2019, 11.7525)
C (-18.0298, 7.5241, 9.5620)
Cl (-18.7363, 9.1260, 10.0617)
Cl (-16.2799, 7.6101, 9.5014)
H (-18.2091, 6.7314, 10.2884)
H (-18.4870, 7.1409, 8.6498)
C (-12.1734, 1.0933, 11.9523)
Cl (-10.7039, 0.0910, 11.9960)
Cl (-12.4184, 1.7592, 13.5535)
H (-12.0964, 1.8822, 11.2041)
H (-12.9296, 0.3724, 11.6415)

The total energy comes out at -2208.91835 Ha. Its energy above the lowest of the compared OMol25 structures with the same formula, charge and spin is 4.689 eV. The charge is +1.

Mulliken atomic charges, in units of e:
1. Sn 1.297
2. O -0.596
3. H 0.295
4. C -0.225
5. Cl -0.146
6. Cl -0.139
7. H 0.223
8. H 0.288
9. C -0.226
10. Cl -0.143
11. Cl -0.149
12. H 0.278
13. H 0.243

---

DFT (wB97M-V/def2-TZVPD) results for a 2-piece molecular cluster, C2H5ClN2O overall at a distorted geometry.

Element x y z (Å)
C (-2.6539, -0.3522, 0.8824)
C (2.3953, 0.4910, -0.9959)
N (-2.6638, -0.5170, 2.0910)
N (0.7908, -1.1548, -0.9127)
O (1.9741, -0.9450, -1.0620)
Cl (-1.7220, 0.9253, 0.0727)
H (-3.3525, -0.8063, 0.2156)
H (1.4919, 1.1140, -1.2653)
H (3.2071, 0.5954, -1.7086)
H (2.7893, 0.5732, -0.0573)
H (-2.2563, 0.0765, 2.7402)

The total energy comes out at -723.95387 Ha. Its energy above the lowest of the compared OMol25 structures with the same formula, charge and spin is 4.959 eV. The charge is 0.

Mulliken atomic charges, in units of e:
1. C 0.015
2. C -0.434
3. N -0.430
4. N -0.136
5. O -0.138
6. Cl -0.196
7. H 0.334
8. H 0.227
9. H 0.233
10. H 0.262
11. H 0.261

---

DFT (wB97M-V/def2-TZVPD) results for a 2-piece molecular cluster, C2H5ClN2O overall at a distorted geometry.

Element x y z (Å)
C (3.3933, -0.5836, -0.2660)
C (-0.9353, 0.7063, 0.0000)
N (2.2498, -1.2154, -0.0955)
N (3.6807, -1.7947, -0.2335)
O (0.3692, 1.1379, -0.2522)
Cl (3.8529, 1.0282, -0.1924)
H (0.7856, 0.4414, -0.9464)
H (-1.6976, 1.5325, 0.3002)
H (-0.9932, -0.2118, 0.5687)
H (-1.3652, 0.3935, -0.9933)
H (1.8570, -1.2034, 0.8694)

The total energy comes out at -723.98795 Ha. Its energy above the lowest of the compared OMol25 structures with the same formula, charge and spin is 4.032 eV. The charge is 0. Its SMILES is ClC1=NN1.CO.

Mulliken atomic charges, in units of e:
1. C 0.624
2. C -0.587
3. N -0.309
4. N -0.469
5. O -0.476
6. Cl -0.059
7. H 0.338
8. H 0.231
9. H 0.255
10. H 0.236
11. H 0.215

---

DFT (wB97M-V/def2-TZVPD) results for the molecule C2H5ClN2O at a distorted geometry.

Element x y z (Å)
C (-0.3575, 0.0903, 0.7719)
C (0.9093, 0.8571, 0.4427)
N (0.0460, -0.9857, -0.1064)
N (1.3022, -0.2645, -0.3276)
O (-1.6922, 0.7936, 0.2030)
Cl (1.9712, 1.0894, 1.7916)
H (-0.6643, -0.0742, 1.8577)
H (0.5669, 1.6481, -0.0507)
H (0.0146, -1.8143, 0.4518)
H (1.3859, -0.2771, -1.3287)
H (-1.7121, 0.6308, -0.6607)

The total energy comes out at -724.03367 Ha. Its energy above the lowest of the compared OMol25 structures with the same formula, charge and spin is 2.788 eV. The charge is 0. Its SMILES is O[C@H]1NN[C@@H]1Cl.

Mulliken atomic charges, in units of e:
1. C -0.062
2. C 0.120
3. N -0.402
4. N -0.386
5. O -0.557
6. Cl -0.191
7. H 0.283
8. H 0.381
9. H 0.252
10. H 0.283
11. H 0.278

---

DFT (wB97M-V/def2-TZVPD) results for the molecule C2H5ClN2OS at a distorted geometry.

Element x y z (Å)
C (0.0179, -0.2144, 0.2527)
C (1.2586, -0.9818, 0.3050)
H (-1.0013, 2.5801, 0.3097)
H (1.1380, 1.4600, -0.4493)
H (1.7441, -1.0383, 1.2936)
H (1.2631, -1.8531, -0.3011)
H (-2.9227, -1.6025, -0.0549)
N (0.2272, 1.1935, 0.3512)
N (-1.0379, -0.9533, -0.0023)
O (-0.6676, 1.9998, -0.4015)
S (-2.4774, -0.4216, -0.5948)
Cl (2.4581, -0.1684, -0.7081)

The total energy comes out at -1122.18957 Ha. Its energy above the lowest of the compared OMol25 structures with the same formula, charge and spin is 3.697 eV. The charge is 0. Its SMILES is ON/C(CCl)=N\S.

Mulliken atomic charges, in units of e:
1. C 0.361
2. C -0.223
3. H 0.364
4. H 0.360
5. H 0.252
6. H 0.273
7. H 0.161
8. N -0.359
9. N -0.402
10. O -0.408
11. S -0.122
12. Cl -0.256

---

> What is the charge in the fourth record?

0

---

> Which of these has the highest charge?

C2H5Cl4OSn

---

> Number 4 is which compound?

C2H5ClN2O